Version A
Molecular formula: C20H59N5O7
Method: DFT, ωB97M-V/def2-TZVPD

Its structure (SMILES) is COC[C@H](C)N.COC[C@H](C)N.COC[C@H](C)N.COC[C@H](C)N.COC[C@H](C)N.O.O. For the gap between HOMO and LUMO, the calculation gives 9.614 eV.

Last column: Löwdin charge in e.
Cartesian coordinates (Å):
C: -1.59569 -3.14367 -4.62107  -0.1144
O: -2.28963 -2.14653 -3.91108  -0.1891
C: -1.53465 -0.94264 -3.89648  -0.2089
C: -2.12217 0.20033 -3.05887  -0.4238
C: -3.17341 1.05502 -3.75480  -0.0536
N: -1.06270 1.01614 -2.39186  0.0371
H: -0.55580 -3.27630 -4.29826  0.0825
H: -1.54283 -2.85221 -5.67841  0.0873
H: -2.16537 -4.05852 -4.47426  0.0920
H: -0.49926 -1.15246 -3.60386  0.1160
H: -1.48215 -0.58121 -4.93466  0.1243
H: -2.54731 -0.30078 -2.18307  0.0988
H: -3.99309 0.44614 -4.13366  0.0816
H: -2.71160 1.66296 -4.53180  0.0789
H: -3.63454 1.69917 -3.00208  0.0708
H: -1.58272 1.63434 -1.77307  0.0602
H: -0.57674 0.40929 -1.73487  0.0434
C: 4.01514 4.06817 3.13201  -0.1026
O: 3.82613 3.13411 2.08397  -0.1844
C: 2.58997 3.20670 1.40618  -0.2014
C: 2.36606 1.92920 0.57788  -0.4059
C: 3.04134 2.00589 -0.75399  -0.0672
N: 0.92582 1.70801 0.32461  0.0417
H: 5.07722 4.28237 3.21306  0.0863
H: 3.54602 3.62174 4.01213  0.0881
H: 3.53856 5.04537 2.99009  0.0836
H: 1.77225 3.35398 2.12435  0.1062
H: 2.53169 4.11003 0.78441  0.1311
H: 2.75395 1.06997 1.13123  0.1328
H: 4.13144 2.01384 -0.69837  0.0868
H: 2.72203 2.86465 -1.34811  0.0857
H: 2.79220 1.10005 -1.31561  0.0784
H: 0.41141 2.14889 1.08917  0.0494
H: 0.65973 2.24844 -0.49549  0.0754
C: -2.21726 -2.27722 -0.65267  -0.1260
O: -3.49136 -2.58592 -1.18341  -0.1868
C: -4.45516 -2.76978 -0.14941  -0.2241
C: -5.79027 -2.16119 -0.54268  -0.4129
C: -5.57349 -0.64040 -0.71153  -0.0531
N: -6.75263 -2.35550 0.55090  0.0251
H: -1.80441 -3.08226 -0.03282  0.0920
H: -2.30401 -1.42548 0.03152  0.0820
H: -1.44438 -2.05481 -1.38337  0.0692
H: -4.51783 -3.85504 -0.00610  0.1277
H: -4.11437 -2.28613 0.77243  0.1168
H: -6.15612 -2.59308 -1.47307  0.1407
H: -5.30867 -0.32147 -1.72006  0.0647
H: -4.71667 -0.27634 -0.13152  0.0712
H: -6.41280 -0.05013 -0.34338  0.0730
H: -6.25226 -2.02396 1.37535  0.0695
H: -6.90792 -3.33842 0.75774  0.0679
C: -1.05128 1.72189 3.56974  -0.0858
O: -0.74589 2.74671 2.63553  -0.2495
C: -1.71636 3.78221 2.53186  -0.1860
C: -1.87405 4.60438 3.82395  -0.4491
C: -2.92584 5.69976 3.64900  -0.0713
N: -0.68148 5.26440 4.31518  0.0438
H: -0.53867 1.86282 4.52944  0.0886
H: -0.58365 0.83686 3.13530  0.0874
H: -2.10705 1.61801 3.82327  0.0933
H: -1.40724 4.40077 1.68771  0.1312
H: -2.67741 3.32686 2.26719  0.1236
H: -2.21881 3.94710 4.62929  0.1316
H: -2.62660 6.50032 2.96690  0.0783
H: -3.21305 6.19002 4.57702  0.0786
H: -3.82303 5.25760 3.20349  0.0768
H: 0.07735 4.59011 4.30258  0.0643
H: -0.46178 6.12245 3.83272  0.0698
C: 2.16834 -3.79254 -0.68672  -0.0786
O: 3.58855 -3.88327 -0.56051  -0.2207
C: 4.26351 -3.16503 -1.58210  -0.2108
C: 5.77670 -3.26588 -1.36474  -0.4324
C: 6.25605 -4.68268 -1.70052  -0.0708
N: 6.13061 -2.87708 0.01093  0.0528
H: 1.79386 -4.38949 -1.51982  0.0911
H: 1.92063 -2.73277 -0.70762  0.0695
H: 1.65957 -4.25015 0.16089  0.0978
H: 3.98596 -3.26880 -2.63521  0.1306
H: 3.96214 -2.11890 -1.40224  0.1171
H: 6.30080 -2.64091 -2.09861  0.1332
H: 5.74352 -5.36391 -1.01208  0.0800
H: 7.32074 -4.73576 -1.46694  0.0737
H: 6.01496 -5.00671 -2.71155  0.0782
H: 6.96795 -3.42124 0.21761  0.0700
H: 5.43566 -3.44376 0.51095  0.0542
O: 3.62137 -2.37075 2.02910  -0.0484
H: 3.82654 -1.44105 2.17858  0.0395
H: 3.89938 -2.54092 1.11648  -0.0092
O: 0.53951 -1.10283 0.83978  -0.0878
H: 1.48166 -1.29843 0.90951  -0.0049
H: 0.50515 -0.16276 0.56140  -0.0139

Version B
Molecular formula: C20H59N5O7
Method: DFT, ωB97M-V/def2-TZVPD

Its structure (SMILES) is COC[C@H](C)N.COC[C@H](C)N.COC[C@H](C)N.COC[C@H](C)N.COC[C@H](C)N.O.O. For the gap between HOMO and LUMO, the calculation gives 9.236 eV.

Last column: Löwdin charge in e.
Cartesian coordinates (Å):
C: 0.61851 3.76777 -4.47840  -0.1250
O: -0.19750 4.62296 -5.22743  -0.1772
C: -0.35681 4.16038 -6.55032  -0.2389
C: -1.15297 5.16556 -7.33864  -0.4552
C: -2.59705 5.20161 -6.85210  -0.0641
N: -1.01616 4.82558 -8.74725  0.0275
H: 0.31802 2.71451 -4.59680  0.0884
H: 0.51319 3.99894 -3.41998  0.0728
H: 1.67500 3.85142 -4.76466  0.0919
H: 0.63420 4.06775 -7.02753  0.1306
H: -0.83407 3.16782 -6.57147  0.1309
H: -0.66151 6.12939 -7.18652  0.1434
H: -3.07393 4.23993 -7.08451  0.0790
H: -3.20217 5.94336 -7.38416  0.0734
H: -2.70539 5.37164 -5.78085  0.0754
H: -1.40706 3.90301 -8.93742  0.0742
H: -1.61733 5.43569 -9.29745  0.0724
C: -1.04157 2.08699 -1.15607  -0.0828
O: -0.47014 1.05518 -0.37400  -0.2167
C: 0.50578 0.34022 -1.07004  -0.2223
C: 1.13195 -0.64738 -0.12100  -0.3961
C: 2.13520 -1.50881 -0.82502  -0.0548
N: 0.08185 -1.57501 0.44482  0.0450
H: -1.62325 1.62028 -1.95918  0.0959
H: -0.24533 2.70766 -1.58513  0.0710
H: -1.65831 2.72670 -0.53268  0.0863
H: 0.02641 -0.24285 -1.87249  0.1369
H: 1.25413 1.01978 -1.49815  0.1333
H: 1.55432 -0.20601 0.78607  0.1188
H: 1.64189 -2.11122 -1.58829  0.0643
H: 2.69665 -2.16977 -0.16541  0.0698
H: 2.89853 -0.91016 -1.33851  0.0884
H: -0.66550 -0.96976 0.79025  0.0803
H: -0.35901 -2.03168 -0.36043  0.0626
C: 5.13250 -4.92462 -0.81102  -0.1428
O: 4.47049 -5.77506 0.07631  -0.1917
C: 3.87854 -5.11697 1.21357  -0.1931
C: 4.56245 -5.56222 2.47751  -0.4418
C: 3.82173 -5.12635 3.71516  -0.0665
N: 5.91561 -4.96802 2.49116  0.0378
H: 4.42887 -4.28915 -1.37453  0.0803
H: 5.69548 -5.53076 -1.51832  0.0849
H: 5.83415 -4.23866 -0.31269  0.0827
H: 3.90841 -4.02895 1.08317  0.1152
H: 2.81561 -5.37296 1.18606  0.1279
H: 4.71151 -6.64907 2.43872  0.1372
H: 3.67811 -4.04142 3.67731  0.0686
H: 4.39600 -5.31758 4.62328  0.0732
H: 2.82477 -5.55936 3.77962  0.0822
H: 6.43613 -5.25671 3.30558  0.0638
H: 6.40744 -5.22212 1.64627  0.0543
C: -7.31066 0.69951 -0.10846  -0.1133
O: -6.43969 1.45591 0.70372  -0.1784
C: -6.32824 0.94800 2.01177  -0.2432
C: -5.16545 1.58995 2.71768  -0.4576
C: -3.84111 1.23208 2.08502  -0.0651
N: -5.11350 1.23312 4.15157  0.0321
H: -7.55988 1.29327 -0.99151  0.0862
H: -8.25231 0.46409 0.39817  0.0870
H: -6.82358 -0.21137 -0.47856  0.0889
H: -7.24092 1.17663 2.59083  0.1271
H: -6.18308 -0.14536 2.03789  0.1321
H: -5.27409 2.67842 2.68123  0.1430
H: -3.04512 1.73314 2.63898  0.0736
H: -3.76624 1.60352 1.06133  0.0731
H: -3.67311 0.15240 2.08222  0.0831
H: -4.91402 0.22802 4.20848  0.0725
H: -6.06705 1.25196 4.52620  0.0669
C: 0.46319 2.30217 2.32432  -0.0998
O: 1.16246 2.47835 3.54963  -0.1704
C: 2.10476 1.47138 3.79790  -0.2293
C: 1.57553 0.05784 3.79750  -0.4413
C: 0.47351 -0.15130 4.82798  -0.0357
N: 2.67273 -0.92400 4.05323  0.0357
H: 1.15629 2.15816 1.48622  0.0867
H: -0.13795 3.19063 2.15178  0.0929
H: -0.22031 1.44662 2.37608  0.0738
H: 2.90783 1.53373 3.03298  0.1274
H: 2.60749 1.70280 4.73983  0.1317
H: 1.18922 -0.20650 2.80918  0.0953
H: -0.32889 0.56274 4.62988  0.0787
H: 0.83378 -0.00530 5.84832  0.0850
H: 0.06944 -1.16178 4.76269  0.0809
H: 3.50617 -0.65766 3.53194  0.0854
H: 2.93255 -0.86235 5.03527  0.0850
O: 1.27599 -2.98151 2.57827  -0.1105
H: 1.65403 -2.26233 3.10532  -0.0395
H: 0.73317 -2.53552 1.89433  -0.0239
O: -0.50837 -3.38398 -2.27032  -0.0559
H: 0.31115 -3.87561 -2.39009  0.0409
H: -1.15411 -4.05137 -2.01523  0.0474

Which structure loses on stability? version A does.

Version A
Molecular formula: H2LiO
Method: DFT, ωB97M-V/def2-TZVPD

Its charge is +1. For the gap between HOMO and LUMO, the calculation gives 14.446 eV.

Last column: natural (NBO) charge in e.
Cartesian coordinates (Å):
O: 0.31057 -2.04524 -0.28245  -1.0652
H: -0.26515 -2.76054 0.07133  0.5384
H: 0.81255 -2.47008 -1.01443  0.5396
Li: 0.08795 -0.58781 -0.08216  0.9872

Version B
Molecular formula: H2LiO
Method: DFT, ωB97M-V/def2-TZVPD

Its charge is +1. For the gap between HOMO and LUMO, the calculation gives 13.456 eV.

Last column: natural (NBO) charge in e.
Cartesian coordinates (Å):
O: 1.59988 1.66069 1.64843  -1.0543
H: 2.09197 2.23644 2.27661  0.5312
H: 1.45629 0.82140 2.14161  0.5312
Li: 1.06856 2.06247 -0.06112  0.9919

Version C
Molecular formula: H2LiO
Method: DFT, ωB97M-V/def2-TZVPD

Its charge is +1. For the gap between HOMO and LUMO, the calculation gives 7.876 eV.

Last column: natural (NBO) charge in e.
Cartesian coordinates (Å):
O: 3.71038 2.39661 4.19393  -0.9304
H: 4.67245 2.19076 4.17611  0.4782
H: 3.31800 1.80765 3.51026  0.4523
Li: 0.00000 0.00000 0.00000  0.9999

Which structure loses on stability? version C does.